Entry 1:
This record from the OMol25 dataset describes a structure of composition C8H24FO4S4Sn at a distorted geometry. The level of theory is ωB97M-V/def2-TZVPD.

Output
Charge: +1
Relative energy (zero: lowest compared OMol25 entry of this formula, charge and spin) in eV: 9.456
HOMO energy in Ha: -0.38742
Frontier orbital gap in Eh: 0.075
Electronic energy in hartree: -2526.3462

Element x y z (Å)
Sn 2.82213 0.53078 -0.12266
F 5.68343 -0.70030 -3.83213
C 2.15285 6.71766 5.31411
S 1.69384 5.82619 3.78088
O 1.79810 4.31055 4.14413
C -0.15878 6.02354 3.74409
H 1.69570 7.69283 5.14626
H 3.21318 6.96909 5.33841
H 1.64824 6.38722 6.22201
H -0.71613 5.58285 2.91749
H -0.45815 7.07116 3.77509
H -0.47002 5.60448 4.70097
C -3.49762 -1.52880 4.87177
S -3.05746 -0.43719 3.47132
O -1.89850 -1.14490 2.75482
C -4.64997 -0.76365 2.53899
H -4.31612 -1.23272 5.52789
H -2.67726 -1.50145 5.58895
H -3.67087 -2.52464 4.46385
H -5.15773 0.19410 2.42486
H -5.34602 -1.51128 2.91930
H -4.28026 -1.14899 1.58876
C 2.83673 -5.67177 -3.67038
S 3.80105 -5.83679 -2.11751
O 3.09531 -5.12570 -1.01601
C 3.64297 -7.62962 -1.80746
H 3.11672 -6.32846 -4.49408
H 2.84900 -4.63680 -4.01211
H 1.80376 -5.90105 -3.40864
H 4.25626 -7.91991 -0.95440
H 4.07374 -8.27193 -2.57557
H 2.62995 -7.93227 -1.54236
C -2.58581 2.02463 -4.84619
S -1.54172 0.51627 -5.00372
O -1.08917 0.01567 -3.63727
C -0.00029 1.16223 -5.78571
H -3.53315 1.87953 -4.32695
H -2.71599 2.44208 -5.84463
H -2.10597 2.88537 -4.38039
H 0.36455 2.01463 -5.21264
H -0.06376 1.46016 -6.83228
H 0.81324 0.43722 -5.81083

---

Entry 2:
This record from the OMol25 dataset describes a cluster of 2 separate species, C4H9NO in total at a distorted geometry. The level of theory is ωB97M-V/def2-TZVPD.

Output
Relative energy (zero: lowest compared OMol25 entry of this formula, charge and spin) in eV: 3.292
HOMO energy in Ha: -0.35739
SMILES: C=NC.CC=O
Frontier orbital gap in Eh: 0.392
Electronic energy in hartree: -287.7115

Element x y z (Å)
C 1.33628 -2.49853 0.40572
C 2.99941 -2.68320 -1.13758
N 2.70190 -3.01007 0.05747
H 1.16956 -1.51964 -0.08761
H 1.47107 -2.29037 1.48363
H 0.59310 -3.32760 0.32507
H 2.35262 -2.56051 -2.04219
H 4.09003 -3.09224 -1.32713
O -1.41983 2.30169 -1.02944
C -2.00513 3.17336 -0.44713
C -2.68362 2.92579 0.90464
H -1.94516 4.26726 -0.77316
H -2.64107 1.83541 1.11029
H -3.75030 3.12765 0.75886
H -2.26885 3.35099 1.79855

---

Entry 3:
This record from the OMol25 dataset describes a structure of composition C9H15IN4PdS2 at a distorted geometry. The level of theory is ωB97M-V/def2-TZVPD.

Output
Charge: +2
Relative energy (zero: lowest compared OMol25 entry of this formula, charge and spin) in eV: 0.365
2S+1: 5
HOMO energy (spin up / spin down) in Ha: -0.56502 / -0.57597
Frontier orbital gap (spin up / spin down) in Eh: 0.274 / 0.182
Electronic energy in hartree: -1792.1773

Element x y z (Å)
C 0.85012 -2.61789 -2.46970
C 1.06530 -1.48003 -3.40165
H 1.63650 -3.33719 -2.30670
H -0.11991 -3.10815 -2.53059
H 0.72560 -2.16051 -1.46626
H 1.16762 -0.58389 -2.80622
H 2.01254 -1.47980 -3.97330
H 0.19065 -1.40886 -4.05932
Pd -1.03852 0.36189 0.74543
C -2.42329 -0.39978 -0.29670
H -2.91649 0.53305 -0.56019
H -2.94011 -0.98796 0.45513
H -2.01527 -0.92965 -1.14992
I 1.74071 0.47619 0.95542
N 0.19092 -1.72608 2.92175
C -0.24336 -0.59597 3.54652
N -0.90162 0.34970 2.88629
C -0.89052 1.61686 3.48553
C -0.41045 1.55870 4.80361
S 0.12913 -0.05065 5.20170
C -1.13301 2.71396 2.59293
C -1.15314 4.09982 2.70675
S -1.26381 4.89307 1.16193
C -1.16014 3.31825 0.35195
N -1.20806 2.33641 1.24570
N -0.87124 3.10087 -0.94874
H 0.69176 -2.44191 3.46146
H 0.60478 -1.52432 1.98806
H -0.41778 2.40080 5.48794
H -1.12419 4.64339 3.65644
H -0.93593 3.83189 -1.63356
H -0.63689 2.14248 -1.23287

---

Entry 4:
This record from the OMol25 dataset describes the molecule C6H8N4 at a distorted geometry. The level of theory is ωB97M-V/def2-TZVPD.

Output
Relative energy (zero: lowest compared OMol25 entry of this formula, charge and spin) in eV: 2.180
HOMO energy in Ha: -0.36946
SMILES: N#C[C@H]1CC[C@](N)(C#N)N1
Frontier orbital gap in Eh: 0.391
Electronic energy in hartree: -452.3816

Element x y z (Å)
C -0.09906 0.82274 -2.20228
C -0.48285 -1.05178 2.02084
C 1.42522 -0.34258 -0.89901
C 1.14407 0.22651 0.50239
C 0.02405 -0.46698 -1.49407
C -0.40671 -0.00542 0.82127
N -0.44982 1.81644 -2.63279
N -0.67816 -1.88155 2.77664
N -0.85818 -0.62009 -0.35590
N -1.34142 1.07649 1.25424
H 2.12607 0.37512 -1.35048
H 1.95763 -1.22683 -0.70838
H 1.71055 -0.18039 1.27281
H 1.43503 1.16644 0.55577
H -0.21276 -1.12251 -2.26192
H -1.84812 -0.65798 -0.62059
H -1.15557 1.33312 2.19816
H -2.28998 0.73927 1.12330

---

Entry 5:
This record from the OMol25 dataset describes the molecule C5H7NO at a distorted geometry. The level of theory is ωB97M-V/def2-TZVPD.

Output
Relative energy (zero: lowest compared OMol25 entry of this formula, charge and spin) in eV: 1.761
HOMO energy in Ha: -0.28268
SMILES: Cn1cccc1O
Frontier orbital gap in Eh: 0.311
Electronic energy in hartree: -324.6598

Element x y z (Å)
C -1.86668 0.25040 0.65537
N -0.56529 -0.29398 0.10319
C 0.20758 -1.59708 -0.08127
C 1.48792 -1.22566 -0.39202
C 1.59827 0.17975 -0.44718
C 0.36292 0.67537 -0.13045
O 0.02453 1.98751 -0.01092
H -2.23574 1.08527 0.03350
H -1.76978 0.69536 1.66374
H -2.65715 -0.49563 0.70071
H -0.10130 -2.56903 -0.51217
H 2.27479 -1.96323 -0.53618
H 2.45158 0.78580 -0.70767
H 0.78834 2.48514 -0.33864

---

Entry 6:
This record from the OMol25 dataset describes a structure of composition C32H30BrIN5O2PdS2SeSi at a distorted geometry. The level of theory is ωB97M-V/def2-TZVPD.

Output
Charge: +1
Relative energy (zero: lowest compared OMol25 entry of this formula, charge and spin) in eV: 0.920
2S+1: 5
HOMO energy (spin up / spin down) in Ha: -0.38326 / -0.38521
Frontier orbital gap (spin up / spin down) in Eh: 0.283 / 0.206
Electronic energy in hartree: -8148.3089

Element x y z (Å)
Pd 0.08490 -0.06850 0.55840
S 1.13460 -4.27230 -1.22860
C -0.50560 -3.93170 -1.71370
C -1.35520 -4.65820 -2.53230
C -2.63250 -4.17490 -2.73970
C -3.06950 -3.00060 -2.12650
C -2.23110 -2.27300 -1.31290
C -0.92860 -2.72650 -1.12290
N 0.03180 -2.10930 -0.38140
C 1.14500 -2.79390 -0.31730
C 2.24360 -2.35840 0.50690
C 3.43180 -3.08530 0.64280
C 4.41720 -2.63300 1.49530
C 4.23290 -1.46680 2.22200
C 3.06120 -0.72720 2.08320
C 2.06990 -1.17520 1.23830
H -1.01860 -5.57190 -2.99270
H -3.30750 -4.71760 -3.38150
H -4.07690 -2.65680 -2.30000
H -2.54400 -1.37300 -0.80350
H 3.56760 -3.99850 0.08150
H 5.33350 -3.19470 1.59820
H 5.00010 -1.11610 2.89570
H 2.92700 0.18560 2.64900
N 3.32350 7.40000 2.44380
C 2.59170 6.27530 2.27090
C 1.20880 6.28230 2.51610
C 0.45800 5.14630 2.31810
C 1.07710 3.98340 1.88680
C 2.43430 3.96290 1.59400
C 3.19010 5.09690 1.79120
S 0.15360 2.49280 1.71720
O -1.14460 2.60540 2.32330
O 0.97330 1.40580 2.23670
N -0.00730 2.17920 0.12730
C -1.26780 2.36140 -0.33920
N -1.76300 3.59280 -0.37900
C -3.02110 3.71300 -0.75260
C -3.81500 2.61510 -1.06280
C -3.19300 1.37930 -1.02860
N -1.91650 1.23830 -0.69550
H 2.91190 8.21240 2.86610
H 4.32300 7.37030 2.35890
H 0.74690 7.19520 2.85650
H -0.60430 5.13440 2.49630
H 2.88070 3.05220 1.22080
H 4.24710 5.09880 1.57070
H -3.40510 4.72260 -0.79630
H -4.85770 2.71320 -1.31240
H -3.73490 0.47490 -1.27260
Br -0.43900 -3.44060 2.61270
C -0.04820 -2.03380 3.80840
C 0.85680 -2.26080 4.83080
C 1.14440 -1.24440 5.72370
C 0.55220 -0.00010 5.58120
C -0.36900 0.22500 4.57280
C -0.66990 -0.79980 3.69460
I -2.15200 -0.49330 2.21770
H 1.31090 -3.23560 4.92020
H 1.82640 -1.43750 6.53660
H 0.79280 0.79540 6.26840
H -0.85390 1.18340 4.46640
C 1.86600 0.83620 -4.75620
Si 0.49440 0.99630 -3.43660
C -0.36050 2.69790 -3.55670
C -0.77060 -0.41680 -3.60810
Se 1.69430 0.82550 -1.38940
H 1.43250 0.92320 -5.74760
H 2.36840 -0.12630 -4.70250
H 2.61580 1.61630 -4.65530
H -0.52210 2.95070 -4.59960
H 0.24110 3.48270 -3.10850
H -1.33160 2.69890 -3.07220
H -1.24760 -0.38210 -4.58270
H -1.54840 -0.34430 -2.85350
H -0.29680 -1.38940 -3.51590

---

Entry 7:
This record from the OMol25 dataset describes a cluster of 2 separate species, C3H6BrNO2S in total at a distorted geometry. The level of theory is ωB97M-V/def2-TZVPD.

Output
Relative energy (zero: lowest compared OMol25 entry of this formula, charge and spin) in eV: 2.156
HOMO energy in Ha: -0.32117
Frontier orbital gap in Eh: 0.341
Electronic energy in hartree: -3295.1958

Element x y z (Å)
C 1.16569 0.12931 -0.56484
C 1.15853 0.66154 -1.93017
C 0.68854 -0.71761 -1.47206
N -2.84543 -0.01811 -0.20297
O -1.20166 1.74419 0.14681
O -1.77965 0.10798 1.93205
S -2.35451 1.15990 0.82785
Br -0.31459 -2.17475 -2.06468
H -1.07077 0.54002 2.39577
H 1.12348 0.36843 0.41306
H 0.50434 1.51391 -2.26531
H 2.05840 0.82147 -2.59549
H -2.93171 0.04097 -1.24243
H -3.59514 -0.68808 0.04230

---

Entry 8:
This record from the OMol25 dataset describes the ion C10H9BrN3 with charge +1 at a distorted geometry. The level of theory is ωB97M-V/def2-TZVPD.

Output
Charge: +1
Relative energy (zero: lowest compared OMol25 entry of this formula, charge and spin) in eV: 0.000
HOMO energy in Ha: -0.46360
Frontier orbital gap in Eh: 0.293
Electronic energy in hartree: -3124.3983

Element x y z (Å)
C 1.35081 -0.27008 2.17709
C -2.23044 0.02081 1.27945
C -3.23855 0.87354 0.78503
C -1.55658 2.01719 -0.45720
C -0.87161 0.17478 0.97982
C -0.54919 1.18578 0.07140
C -2.83787 1.94066 -0.01261
C 1.31117 -1.11342 -0.34829
C 0.95816 1.21846 -0.41605
C 0.20579 -0.74875 1.41150
N 2.17055 0.18387 2.82093
N 1.48848 0.05505 -0.94846
N 1.77434 -2.25427 -0.71552
Br -4.02428 3.30626 -0.62946
H -2.52431 -0.66422 2.03489
H -4.24248 0.80244 1.07221
H -1.28063 2.90185 -1.02536
H 1.15531 2.01892 -1.23241
H 1.61287 1.46926 0.52988
H 0.00782 -1.75942 1.44908
H 1.90422 0.19397 -1.81094
H 1.80093 -3.24988 -0.20543
H 2.53737 -2.31118 -1.39578